[1]
75
Properties=species:S:1:pos:R:3 method="wB97M-V/def2-TZVPD" s2=3.785 charge=-1 orbital_gap_ev="3.9 / 3.7" multiplicity=4 lumo_energy_ev="2.40 / 0.37" molar_mass_g_mol=766.645
Tc -0.63681 -0.82932 -0.14465
C -1.57067 -0.16764 3.46969
Si -0.18503 -0.28089 2.16734
C 0.99476 -1.54939 2.98101
C 0.76766 1.39561 2.37709
C 1.49963 1.51448 3.56953
C 2.27358 2.62415 3.87413
C 2.34161 3.67152 2.97042
C 1.61541 3.59099 1.79359
C 0.82365 2.47950 1.47183
Si -0.05873 2.73887 -0.18754
C -1.00483 4.35290 -0.05331
C 1.10010 2.93252 -1.63977
H -1.14473 -0.30620 4.46772
H -2.32145 -0.94450 3.30817
H -2.07651 0.79945 3.45811
H 1.03049 -1.42633 4.06707
H 2.01865 -1.50159 2.60214
H 0.61783 -2.55190 2.76878
H 1.47294 0.70008 4.28453
H 2.82615 2.66387 4.80550
H 2.95169 4.54269 3.17654
H 1.67569 4.42328 1.09840
H -0.33102 5.20236 0.08177
H -1.71924 4.33582 0.77115
H -1.56574 4.51071 -0.97719
H 1.31487 3.99709 -1.76841
H 0.60442 2.58145 -2.54882
H 2.03927 2.39237 -1.54088
N 3.72741 -2.18913 -2.08774
C 3.14978 -2.07577 -0.69040
C 4.20434 -2.47539 0.33267
P 2.75452 -0.23763 -0.56737
O 3.28794 0.16265 0.87788
O 3.64343 0.34081 -1.61884
O 1.27131 -0.01129 -0.65366
P 1.64247 -3.15404 -0.72947
O 2.19231 -4.48845 0.00430
O 1.40922 -3.38807 -2.18250
O 0.57814 -2.59910 0.17420
H 3.98341 -1.20267 -2.34739
H 2.94680 -2.56758 -2.66880
H 4.51749 -2.82657 -2.11954
H 5.04158 -1.77544 0.32433
H 4.56055 -3.48988 0.14170
H 3.76807 -2.46099 1.32909
H 2.59113 0.52566 1.45561
H 1.51162 -4.87103 0.57218
Cl -0.77156 -1.01313 -2.81928
C -1.29354 0.64572 -3.22541
C -1.04329 1.09488 -4.49108
C -1.58100 2.32541 -4.90556
C -2.48653 2.98538 -4.04983
C -2.71416 2.50605 -2.78986
Cl -3.98275 3.26931 -1.81527
C -2.05931 1.35774 -2.26378
S -1.62268 1.26562 -0.52471
H -0.46752 0.48149 -5.17418
H -1.35295 2.72651 -5.88285
H -3.04429 3.84737 -4.39598
C -1.70140 -4.01122 -0.97573
C -2.68589 -3.11354 -0.30422
C -3.99639 -3.48822 -0.01123
C -4.60605 -2.39235 0.59974
C -3.65627 -1.37153 0.64753
C -3.97389 0.01159 1.10319
N -2.46017 -1.81498 0.11135
H -2.24803 -4.83663 -1.43362
H -0.98859 -4.43339 -0.26500
H -1.12454 -3.51239 -1.75318
H -4.42654 -4.45278 -0.23537
H -5.62400 -2.30141 0.94709
H -4.83889 -0.03220 1.76791
H -4.23085 0.65984 0.26087
H -3.15413 0.48882 1.62822

---

[2]
16
Properties=species:S:1:pos:R:3 method="wB97M-V/def2-TZVPD" orbital_gap_ev=10.7 smiles="CC/C(CO)=N/O" lumo_energy_ev=0.71 molar_mass_g_mol=103.121 relative_energy_ev=4.6985
C 2.52179 -0.35827 -0.77035
C 1.80042 0.15598 0.38740
C 0.27622 -0.02218 0.15158
C -0.91724 0.06631 1.23977
H 3.65892 -0.32168 -0.64075
H 2.22566 -1.51853 -0.84666
H 2.34659 0.04973 -1.73774
H 1.83191 1.26639 0.48605
H 2.18733 -0.16510 1.42776
H -1.50343 -0.77902 1.10753
H -0.36215 0.13538 2.25602
H -2.14569 1.06333 0.10724
H -1.94449 -0.06161 -1.72869
N -0.10254 -0.52519 -1.03637
O -1.82707 1.16145 1.10699
O -1.63093 -0.54190 -1.01030

---

[3]
77
Properties=species:S:1:pos:R:3 method="wB97M-V/def2-TZVPD" charge=+1 orbital_gap_ev=8.2 lumo_energy_ev=-3.45 molar_mass_g_mol=1173.077
C 1.26459 1.91632 0.52884
C 1.14686 1.28021 -0.87222
N -0.24070 1.16879 -1.36945
C -1.10200 0.18642 -0.75505
N -2.32962 0.91018 -0.25554
C -3.54971 0.26289 -0.46657
N -4.33380 -0.00829 0.61569
N -3.89590 -0.01929 -1.71333
C -5.16800 -0.75459 -1.88488
C -2.78739 -0.66482 -2.51449
C -1.54856 -1.00431 -1.66852
C -0.41803 -1.60590 -2.53101
Cl -1.04181 -2.25579 -4.10303
C 0.34811 -2.75967 -1.85941
C 0.43691 -2.69002 -0.34141
H 0.37367 2.53238 0.69594
H 2.16047 2.54009 0.59716
H 1.30570 1.20000 1.35858
H 1.67820 1.94891 -1.55431
H 1.68077 0.32490 -0.90074
H -0.26379 1.09311 -2.37710
H -0.60366 -0.21094 0.12775
H -2.39539 1.74251 -0.85684
H -5.27152 0.33336 0.73489
H -3.93561 -0.58494 1.34291
H -5.31678 -0.96850 -2.94189
H -5.13115 -1.69786 -1.33524
H -6.01294 -0.16226 -1.54130
H -2.55855 -0.10613 -3.42117
H -3.23046 -1.61269 -2.80890
H -1.88868 -1.81615 -1.01440
H 0.29211 -0.83874 -2.83660
H 1.37004 -2.72884 -2.24448
H -0.05515 -3.72655 -2.16454
H 0.89902 -1.76824 -0.00820
H -0.54446 -2.81481 0.12817
H 1.05148 -3.51962 0.01086
Br 2.77679 2.56232 4.29892
C 3.91470 4.12749 4.07017
C 3.55587 4.91511 2.84019
Br 4.15077 4.05838 1.19918
H 4.93795 3.76670 4.05438
H 3.75614 4.73438 4.95850
H 4.04793 5.88501 2.85656
H 2.48743 5.05082 2.74005
Br -5.04958 -6.57134 1.12852
C -5.51952 -4.80570 1.77692
C -5.01818 -3.72864 0.85115
Br -3.08776 -3.47967 1.02395
H -5.10847 -4.71424 2.77730
H -6.60590 -4.78180 1.82468
H -5.46745 -2.76903 1.10192
H -5.20829 -3.96354 -0.19177
Br 3.30357 -3.15965 4.98945
C 4.64939 -2.16041 4.00467
C 4.16685 -0.78137 3.64293
Br 2.88578 -0.84011 2.17758
H 4.90068 -2.75342 3.13108
H 5.51226 -2.09710 4.66380
H 4.99111 -0.16739 3.28647
H 3.67397 -0.27937 4.46785
Br -3.30462 4.06374 -0.77295
C -2.55475 5.85059 -0.96948
C -1.12630 5.89451 -0.51039
Br -1.04404 5.84807 1.42664
H -3.19332 6.51173 -0.39317
H -2.63857 6.09056 -2.02680
H -0.66084 6.82989 -0.81248
H -0.53986 5.05735 -0.87693
Br 4.97510 -3.83007 -1.39367
C 5.33576 -2.85993 -3.04043
C 5.46760 -1.38049 -2.79630
Br 3.73353 -0.56543 -2.45738
H 4.52433 -3.09455 -3.72177
H 6.26710 -3.26515 -3.42902
H 5.86652 -0.87974 -3.67535
H 6.08559 -1.15205 -1.93425

---

[4]
81
Properties=species:S:1:pos:R:3 method="wB97M-V/def2-TZVPD" charge=+1 orbital_gap_ev="5.0 / 5.0" lumo_energy_ev="-3.91 / -3.91" molar_mass_g_mol=735.551 relative_energy_ev=4.8611
Lu -0.12654 -0.13560 1.12196
C 2.12497 -0.87413 1.95652
C 2.23026 0.55206 2.11819
C 0.65549 -0.20889 3.62938
C 1.19417 -1.34343 2.93818
C 1.34172 0.95120 3.16952
C 2.81906 -1.73780 0.97143
H 3.32551 -1.15510 0.19346
H 2.12067 -2.42672 0.46751
H 3.57048 -2.36539 1.47053
C 0.93056 -2.76531 3.25461
H 1.86551 -3.29453 3.49742
H 0.48187 -3.29327 2.40353
H 0.25754 -2.86383 4.11592
C -0.31063 -0.28144 4.75119
H 0.09144 -0.88679 5.57767
H -1.25686 -0.74775 4.43617
H -0.54251 0.71081 5.15099
C 1.30243 2.30310 3.77358
H 2.28218 2.57106 4.19693
H 0.57805 2.34425 4.59123
H 1.04485 3.08276 3.04553
C 3.13052 1.47962 1.39286
H 3.96398 1.81988 2.03503
H 2.60208 2.39035 1.05237
H 3.58126 1.00357 0.50961
C 2.34260 -1.46489 -3.93227
C 2.46785 -0.70717 -5.03789
C 2.02987 0.68086 -5.14856
C 0.51877 0.91539 -4.86798
C 0.57847 1.58926 -3.52272
C 2.03212 1.53106 -3.07775
C 2.33424 0.34447 -2.17270
C 1.71154 -0.95670 -2.67733
H 2.31976 1.15581 -6.09350
H -0.09553 -0.00525 -4.87237
H 2.62293 1.36822 -4.12875
H 0.65292 -0.73855 -2.85861
H 2.65728 -2.51646 -3.93006
H 2.95064 -1.11464 -5.93507
H 1.73079 -1.74179 -1.90744
H 3.41675 0.19006 -2.07092
H 2.36157 2.46450 -2.60930
H 2.00957 0.55930 -1.14875
H 0.11027 1.61940 -5.61816
H 0.23090 2.62807 -3.56759
P -0.87258 0.85462 -1.92117
C -1.74073 -0.62490 -2.67181
C -2.04945 2.01831 -2.83878
P -0.73625 2.18394 0.76739
C -1.85918 1.17993 -0.32551
C -0.55453 3.76229 -0.12064
C -1.95972 2.51812 2.09467
H -1.49841 -1.51711 -2.09520
H -1.45093 -0.81261 -3.71512
H -2.82871 -0.47313 -2.61891
H -3.03696 1.55744 -2.91555
H -1.71939 2.24787 -3.85529
H -2.15254 2.96379 -2.29903
H -2.63775 3.31396 1.73524
H -1.41315 2.85852 2.98633
H -2.54374 1.61422 2.33395
H -2.29456 0.28577 0.20657
H -2.72941 1.82709 -0.57360
H -0.05833 4.45392 0.57728
H -1.51769 4.20772 -0.42738
H 0.09468 3.63609 -1.00281
C -2.59119 -3.18064 2.82833
C -2.46571 -2.46046 1.52027
O -1.62530 -1.34712 1.60223
C -1.96012 -3.42948 0.39065
F -2.50509 -4.66812 0.46706
F -2.20756 -2.96953 -0.86573
F -0.59446 -3.59155 0.46294
C -3.87738 -1.90610 1.12671
F -4.81100 -2.88419 1.00139
F -4.30952 -1.04450 2.09591
F -3.88007 -1.19104 -0.03409
H -1.59960 -3.50001 3.16170
H -3.25574 -4.04273 2.72196
H -2.99930 -2.47000 3.55646

---

[5]
21
Properties=species:S:1:pos:R:3 method="wB97M-V/def2-TZVPD" orbital_gap_ev="8.8 / 8.8" lumo_energy_ev="1.00 / 1.00" molar_mass_g_mol=102.181 relative_energy_ev=3.8139
C 1.55923 0.46816 0.27201
C -1.06388 0.28619 -0.56749
C 2.25011 -0.86090 -0.01814
C -2.20444 0.80798 0.27551
C -1.08605 -1.19546 -0.79517
N 0.94322 1.04767 -0.85436
N 0.45353 0.27740 1.26306
H 0.92842 2.06548 -0.79162
H 2.29286 1.13920 0.75360
H -1.06741 0.80376 -1.51813
H 0.46950 -0.54093 1.87432
H 0.17553 1.18822 1.61901
H 2.68524 -1.29255 0.88930
H 3.04912 -0.69587 -0.74198
H 1.56669 -1.59020 -0.44955
H -3.13111 0.71128 -0.30649
H -2.03690 -1.45241 -1.28438
H -2.35193 0.24241 1.19834
H -2.08791 1.86660 0.51680
H -0.28539 -1.50086 -1.46402
H -1.05842 -1.77518 0.12936

---

[6]
32
Properties=species:S:1:pos:R:3 method="wB97M-V/def2-TZVPD" charge=+2 orbital_gap_ev=8.4 lumo_energy_ev=-7.57 molar_mass_g_mol=304.070 relative_energy_ev=0.7465
C 1.76812 -0.08716 -0.02006
C 0.01343 -1.27141 -1.35568
C -1.79973 -1.14632 1.24979
C 0.20865 -2.41078 1.72445
C 0.22286 2.01431 -1.86389
C 0.40088 -0.63162 -0.04619
C -0.28555 -0.99897 1.22678
C -0.62694 1.43341 -0.76375
N -0.54041 2.98170 -2.76229
N 0.14948 -0.07379 2.35332
Br -1.06203 2.72048 0.71628
Br -2.44741 1.01207 -1.74746
H 2.10221 0.80444 0.65930
H 2.34291 -0.77849 0.57928
H 2.16413 -0.04564 -1.03707
H 0.34741 -2.33594 -1.37271
H 0.65975 -0.83150 -2.14908
H -1.06241 -1.02489 -1.55419
H -2.26390 -1.69587 0.38880
H -2.20527 -1.72459 2.07360
H -2.28623 -0.17423 1.22339
H 1.25525 -2.43034 1.80638
H -0.16649 -3.21401 1.11471
H 0.05762 -2.63861 2.79128
H 1.23218 2.48195 -1.43142
H 0.42820 1.05082 -2.42207
H -0.04790 2.93220 -3.68054
H -0.57900 3.89944 -2.39707
H -1.59159 2.57448 -2.92730
H -0.51583 0.76398 2.38277
H 0.98303 0.33264 2.34587
H -0.00100 -0.56925 3.17690